Record 1
The following is a DFT calculation (ωB97M-V/def2-TZVPD) of a cluster of 3 separate species, C25H48BrNO6S in total at a distorted geometry.

For the frontier orbital gap, the calculation gives 4.190 eV. The net charge is 0.

Structure (XYZ):
```
82
C25H48BrNO6S | the OMol25 dataset | ωB97M-V/def2-TZVPD
H -1.5205 -4.7102 -3.8218
Br -5.3220 1.6408 -0.1176
C 2.2834 1.2876 3.0970
C 5.0762 -1.4526 3.6576
H 1.7052 2.2638 7.4722
H -1.0978 0.3466 0.5194
C -4.0850 0.8957 -1.8501
O 0.4316 -0.3517 -5.4797
H -0.9404 1.2069 -5.1886
C -3.3153 3.5151 -2.2377
C -0.8888 1.9471 6.3230
C -0.1745 -2.7642 -4.8552
H -0.5770 1.7659 -2.9104
H 3.3867 1.9952 7.0570
H -3.8180 4.3095 -4.4247
H -1.1398 0.3342 4.9440
H -1.4241 -0.3459 -4.3242
O 7.5282 -1.8657 2.7174
H -1.9629 1.8882 6.5215
C -3.8596 3.4102 -3.7138
H -0.7273 2.8041 5.6658
C -0.5219 0.3027 -4.6010
H 2.2472 1.9137 2.2011
O -0.0495 -0.1372 -2.2108
H -6.6457 -2.1690 -3.2994
C -4.4866 2.1032 -4.2316
H -4.7019 -0.7475 -4.9000
C -1.7479 -3.6988 -3.3064
H 0.3760 -0.7393 1.1011
H 8.5283 -0.1151 -0.4178
C 8.4025 -0.6974 0.4959
O 5.5273 -0.8163 2.4631
H -3.8662 -2.3234 -1.7203
C -4.4728 -2.6470 -2.6437
C -5.6700 -1.6400 -2.9694
H -1.9510 -3.8446 -2.1852
H -5.9483 -1.1396 -1.9600
C -3.4257 2.2666 -1.2849
H -4.9105 2.0537 -5.3040
H -0.9540 -2.5010 -5.6526
C 1.0105 1.4825 3.9128
H 3.1775 1.5756 3.6560
C 0.9420 -1.5834 -4.9238
S -3.3412 -3.0178 -4.0564
O 7.0830 -0.4629 0.9841
H -4.9612 -3.6551 -2.3429
H 4.0497 -1.1322 3.8403
H 1.4792 -1.4412 -3.9206
H -0.7939 -1.3165 -0.2031
H 8.5423 -1.7536 0.2545
H 9.1472 -0.3651 1.2227
C -0.4095 0.6345 5.7048
O -0.6907 -2.7399 -3.4871
H -6.3283 -0.0660 -4.3930
H -2.9201 -1.8081 -4.6395
H -0.4620 -0.1523 6.4656
H 0.3009 -3.8012 -5.0386
H 0.1686 1.2641 3.2455
C -0.2637 -0.3816 0.2247
C 0.6332 0.2305 -0.9881
H 0.9294 2.5401 4.1824
H 5.6885 -1.1503 4.5104
C 0.0957 0.8787 -3.2375
H 1.8766 -0.0568 6.8207
H -0.4034 2.1440 7.2798
H -3.0604 2.3275 -0.1945
H 5.0833 -2.5389 3.5425
H -4.2110 -0.0242 -1.1899
H -2.8575 4.4847 -1.8195
H 1.6612 -0.2904 -0.9372
N 0.9151 0.6187 5.0860
H 2.3913 0.2480 2.7755
H 1.1559 1.2910 -3.3569
C -4.6094 0.8135 -3.3042
C 2.3740 2.0250 6.6447
H 2.9306 0.3055 5.5021
C 2.0367 0.6724 6.0186
H 2.3422 2.8436 5.9224
H 0.7942 1.3628 -0.8642
C -5.3150 -0.4535 -3.9795
H 1.7422 -1.9714 -5.6620
C 6.7888 -1.1245 2.1168
```

Atom charges from the Mulliken analysis, given in e for atoms 1 to 6: 0.4017, -0.5282, -1.3167, -0.5710, 0.2891, 0.1136



Record 2
The following is a DFT calculation (ωB97M-V/def2-TZVPD) of a cluster of 6 separate species, C25H48O15 in total at a distorted geometry.

For the frontier orbital gap, the calculation gives 10.250 eV. The net charge is 0. Its structure (SMILES) is COC(=O)OCCOC=O.CCOC(C)=O.CCOC(C)=O.CCOC(C)=O.CCOC(C)=O.CCOC(C)=O.

Structure (XYZ):
```
88
C25H48O15 | the OMol25 dataset | ωB97M-V/def2-TZVPD
H -0.3610 1.9315 -3.7202
O 1.1426 7.0184 -3.3580
C -2.1174 -1.1065 4.9623
O 2.3071 0.2473 0.3383
H -3.7996 -1.9452 -1.9192
C 0.3551 3.6628 -2.6743
H -3.6426 -0.8012 -3.2571
H -0.5765 3.8669 -2.1456
O 5.3306 2.6523 2.8875
C 0.4862 6.0178 -3.2992
C -3.1754 -3.0763 5.9359
C 3.7557 -2.7474 -2.1781
H -0.9095 1.2839 2.1412
H -7.7338 -2.9952 -1.0447
H 5.0346 0.8187 0.0662
H 5.7981 4.1957 0.7496
O -4.0196 0.7905 -1.2969
C -4.6315 -2.7315 6.1670
O 0.3222 1.3788 0.5447
H -3.1871 0.2983 6.1410
H 4.2587 -1.0485 -3.3323
H 1.2770 -4.7223 -2.8351
C -2.3126 -0.3416 6.2499
C 2.9078 -5.1454 -4.1655
H 5.9303 0.4192 1.5404
C -4.7726 -0.0842 -1.6178
H -5.2070 -2.9078 5.2588
C -0.9719 6.0018 -3.7004
C -7.0201 -1.0174 -1.5018
O -2.1814 -1.1981 1.0579
H -0.9592 -2.6546 1.8122
H 6.5990 5.4372 1.7029
H 3.3472 -2.2235 -4.2694
H 5.0411 -2.5466 -3.8556
H -1.4543 0.0084 -0.4761
H -3.0825 -4.1211 5.6469
C 4.1078 -2.1113 -3.5011
C -1.3308 -2.2297 0.8764
H -2.4372 -0.9670 7.1301
C 0.1338 2.8754 -3.9469
H 7.4807 3.9709 1.2585
C 2.1323 -4.2060 -3.2656
H 0.9798 3.0883 -1.9961
O -2.6193 -2.3469 4.8383
C 1.1595 0.6688 -0.2449
C -0.5265 0.6051 1.3976
O -6.0114 -0.0917 -1.0940
H 2.2748 -5.4970 -4.9803
C 2.2931 -1.1046 0.8002
H -0.4783 3.4262 -4.6622
H 1.7205 -1.2312 1.7098
C 6.1218 3.7390 2.8748
H -0.0072 -0.1655 1.9429
O 6.5362 4.1616 3.9165
H -5.9746 -2.8408 -0.9676
O -1.0184 -2.6754 -0.2037
C 4.6729 2.1523 1.7171
C 6.5095 4.3646 1.5540
H -2.5355 0.7304 0.6850
C -4.3316 -1.2100 -2.5229
H 3.3134 -1.3587 1.0313
H -7.9600 -0.5262 -1.2578
H 6.4529 1.7654 0.5396
H -1.4107 6.9530 -3.4118
C -6.9161 -2.3331 -0.7591
H -7.0044 -1.1498 -2.5844
H 3.7835 -4.6607 -4.5973
H 3.2558 -6.0076 -3.5974
O 1.0794 4.8765 -2.9113
H -5.0437 -3.3467 6.9667
H -6.9651 -2.1610 0.3157
O 4.2372 -2.3707 -1.1468
O 0.9591 0.5414 -1.4376
H -4.7602 -1.6842 6.4399
H 3.8212 1.5891 2.0900
H -1.0298 5.9051 -4.7835
H 1.9519 -1.7880 0.0348
H -2.5688 -2.9411 6.8322
H 1.7402 -3.3422 -3.8035
C -1.7020 0.0595 0.5764
O 2.9037 -3.7854 -2.1377
H 4.2700 2.9713 1.1199
H -1.4394 0.2862 6.4050
O -1.5657 -0.6198 4.0159
C 5.5752 1.2381 0.9149
H 1.0893 2.6628 -4.4261
H -1.5563 5.2085 -3.2412
H -5.1401 -1.7021 -3.0581
```

Atom charges from the Mulliken analysis, given in e for atoms 1 to 6: 0.2596, -0.5775, 0.8651, -0.0897, 0.2383, -0.0660



no.,energy (eV),LUMO energy (eV)
1,-121343.4958,-0.7
2,-57414.8462,0.5